C21H13F7S | ωB97M-V with the def2-TZVPD basis set

Summary:
Orbital gap (eV): 8.6
HOMO energy (eV): -8.91

The geometry in ORCA input format:
```
! wB97M-V def2-TZVPD RIJCOSX def2/J DEFGRID3
* xyz 0 1
S 0.6096 0.1021 0.4749
F -3.1347 3.7867 -2.5841
F 3.3325 4.2989 -0.8339
F 5.2502 3.3609 -1.3683
F 4.3360 -0.5839 4.0328
F 5.7351 1.0992 3.8708
F 6.0930 -0.7339 2.7165
F 5.0477 4.4514 0.5269
C -2.6214 1.1455 -0.1229
C -1.3383 3.0835 0.4845
C -0.6537 -0.2961 3.8099
C 4.3012 0.6711 2.0184
C -1.8440 3.7949 -0.5986
C 2.7820 1.7230 -0.0475
C -0.7822 -1.4673 4.5659
C -2.1735 -2.4202 2.8213
C -1.5269 -2.5450 4.0605
C 4.7227 1.8520 1.4112
C -1.6480 1.7281 0.6957
C -0.6800 0.9005 1.5728
C 4.3942 3.6062 -0.3251
C 2.2456 0.6783 0.7420
C -2.6813 3.1173 -1.4790
C -3.1186 1.8117 -1.2532
C 3.9595 2.3412 0.3533
C 3.1267 0.0312 1.6410
C -1.9968 -1.2581 2.0505
C -1.2156 -0.1987 2.5244
C 5.1107 0.1177 3.1535
H -2.4230 -1.2297 1.0491
H -1.5271 4.8237 -0.7739
H -1.5983 -3.4686 4.6420
H -3.7677 1.3119 -1.9705
H -0.0534 0.5444 4.1646
H -0.1075 1.6094 2.1817
H 2.2298 2.0699 -0.9223
H -0.2432 -1.5347 5.5158
H 2.8444 -0.9307 2.0720
H -0.6341 3.5479 1.1700
H 5.6182 2.3645 1.7400
H -2.9816 0.1409 0.0651
H -2.7504 -3.2610 2.4183
*
```